Entry w
Molecular formula: C4H11NOS
Method: DFT, wB97M-V/def2-TZVPD

XYZ file:
```
18
Properties=species:S:1:pos:R:3:lowdin_charge:R:1
C 0.43864 1.05931 -1.80980 -0.078
N -0.07901 -0.34932 -1.41674 -0.082
C -0.43144 -0.42703 -0.06678 -0.386
C -1.01104 0.97461 0.40354 -0.149
O -1.47549 0.78439 1.79958 -0.093
C 0.88291 -0.75761 0.94436 -0.560
S 1.66046 -2.32887 0.60256 0.696
H 1.03141 1.54023 -1.03323 0.062
H 1.15707 1.10787 -2.68037 0.096
H -0.52921 1.48442 -2.02433 0.066
H 0.66609 -0.92150 -1.64031 0.036
H -0.85049 -1.47715 0.19919 0.141
H -0.29808 1.65307 0.62845 0.079
H -1.86991 1.07102 -0.20132 0.111
H -2.32654 0.40577 1.92876 0.060
H 0.38610 -0.81095 1.98416 0.086
H 1.61534 0.09739 0.90619 0.073
H 1.03320 -3.10564 1.47609 -0.157
```

Summary:
SMILES string: CN[C@H](CO)CS
Total charge: 0
Highest occupied orbital energy (Ha): -0.30767
Kohn-Sham gap (eV): 9.1877

---

Entry x
Molecular formula: C4H11NOS
Method: DFT, wB97M-V/def2-TZVPD

XYZ file:
```
18
Properties=species:S:1:pos:R:3:lowdin_charge:R:1
O 1.58190 -0.89410 2.83947 -0.038
C 1.91420 -1.07480 1.50048 -0.308
N 1.17132 -0.10931 0.62324 -0.056
C 0.68375 -0.81096 -0.57821 -0.259
C 0.18408 0.10049 -1.70453 -0.279
C -1.30932 0.24648 -1.78083 -0.558
S -2.06018 1.19490 -0.39606 0.683
H 1.87640 -0.03977 3.16269 0.091
H 1.53058 -2.07480 1.27323 0.114
H 2.97276 -0.98374 1.25461 0.118
H 0.39050 0.15318 1.21721 0.079
H -0.06901 -1.57635 -0.35056 0.117
H 1.59576 -1.29404 -0.93885 0.113
H 0.72137 1.04918 -1.62933 0.110
H 0.54494 -0.31274 -2.65074 0.106
H -1.68396 0.61197 -2.73260 0.070
H -1.76922 -0.73848 -1.65777 0.057
H -2.43839 2.27666 -1.09358 -0.160
```

Summary:
SMILES string: OCNCCCS
Total charge: 0
Highest occupied orbital energy (Ha): -0.33367
Kohn-Sham gap (eV): 9.9734

---

Verdict on stability: entry x comes out on top.

---

Entry w
Molecular formula: C4H11NOS
Method: DFT, wB97M-V/def2-TZVPD

XYZ file:
```
18
Properties=species:S:1:pos:R:3:lowdin_charge:R:1
C 0.18675 0.55164 2.48497 -0.224
S 0.86460 -0.03018 0.95243 0.718
C 0.73831 -1.80273 0.96652 -0.191
O 2.21358 0.31887 0.68283 -0.392
N 0.21631 0.01759 -0.75609 -0.347
C -1.30004 0.18754 -0.92549 -0.090
C 1.03888 0.70149 -1.81869 -0.121
H 0.51666 1.55769 2.62860 -0.034
H -0.92906 0.55118 2.13940 0.016
H 0.96617 -2.45419 1.85630 0.085
H -0.28315 -1.99430 0.40744 0.085
H 1.48010 -1.88078 0.09584 0.079
H -1.80939 1.01593 -0.57073 0.048
H -1.51747 0.15904 -2.02448 0.096
H -1.66447 -0.74060 -0.60112 0.039
H 0.97314 0.21240 -2.78916 0.070
H 0.74496 1.82443 -2.06648 0.108
H 2.02093 0.85417 -1.35015 0.054
```

Summary:
SMILES string: C=[S@](C)(=O)N(C)C
Total charge: 0
Highest occupied orbital energy (Ha): -0.30880
Kohn-Sham gap (eV): 9.1807

---

Entry x
Molecular formula: C4H11NOS
Method: DFT, wB97M-V/def2-TZVPD

XYZ file:
```
18
Properties=species:S:1:pos:R:3:lowdin_charge:R:1
O 0.89363 -3.26636 -0.74115 -0.060
C 1.04269 -2.16450 0.12013 -0.284
N -0.33382 -1.65395 0.52395 -0.040
C -0.19833 -0.24822 0.88840 -0.292
C -1.38272 0.64168 0.49567 -0.251
C -1.01364 2.13560 0.35246 -0.558
S 0.36955 2.47406 -0.76166 0.698
H 0.31221 -2.98831 -1.45897 0.085
H 1.66026 -1.38431 -0.34729 0.115
H 1.55759 -2.54495 1.00027 0.117
H -0.53913 -2.27328 1.30499 0.106
H 0.57912 0.16034 0.23866 0.039
H 0.13991 -0.19445 1.95901 0.139
H -1.72124 0.29407 -0.48025 0.105
H -2.14972 0.47826 1.25070 0.105
H -1.80289 2.85050 0.06697 0.066
H -0.55355 2.43493 1.31218 0.062
H 0.39474 1.28636 -1.36709 -0.151
```

Summary:
SMILES string: OCNCCCS
Total charge: 0
Highest occupied orbital energy (Ha): -0.33192
Kohn-Sham gap (eV): 9.8652

---

Entry y
Molecular formula: C4H11NOS
Method: DFT, wB97M-V/def2-TZVPD

XYZ file:
```
18
Properties=species:S:1:pos:R:3:lowdin_charge:R:1
O 1.55302 -2.50918 1.48350 -0.027
C 2.20233 -1.36001 1.00218 -0.301
N 1.40021 -0.15630 0.80203 -0.055
C 1.12268 0.15372 -0.59965 -0.258
C 0.13962 1.28786 -0.79916 -0.271
C -1.22250 0.95073 -1.41149 -0.581
S -2.56768 0.73728 -0.23082 0.694
H 1.32278 -2.32957 2.37594 0.063
H 2.57610 -1.61307 0.00753 0.117
H 3.05512 -1.10275 1.63814 0.115
H 0.54808 -0.06722 1.33646 0.102
H 0.79541 -0.71594 -1.19980 0.115
H 2.09680 0.39944 -1.03682 0.113
H 0.00930 1.84177 0.14186 0.097
H 0.62331 2.08819 -1.36808 0.108
H -1.56742 1.68745 -2.13104 0.059
H -1.03606 0.01873 -1.94682 0.065
H -2.37468 1.91282 0.34718 -0.155
```

Summary:
SMILES string: OCNCCCS
Total charge: 0
Highest occupied orbital energy (Ha): -0.32466
Kohn-Sham gap (eV): 9.7581

---

Entry z
Molecular formula: C4H11NOS
Method: DFT, wB97M-V/def2-TZVPD

XYZ file:
```
18
Properties=species:S:1:pos:R:3:lowdin_charge:R:1
N 1.85548 1.06706 -0.16970 0.020
C 0.67515 0.15027 -0.08541 -0.348
C 0.84371 -1.06174 -1.04674 -0.271
O 1.48058 -2.13153 -0.43962 -0.079
C -0.72124 0.87793 0.07311 -0.248
C -1.64987 0.66943 1.34081 -0.535
S -2.42479 -1.01250 1.18174 0.643
H 1.80591 1.41017 -1.12412 0.062
H 2.76004 0.64617 -0.00650 0.062
H 0.83025 -0.29341 0.92259 0.131
H -0.19328 -1.48860 -1.38314 0.138
H 1.32676 -0.89930 -1.98718 0.101
H 2.42766 -2.22391 -0.68841 0.107
H -1.36931 0.69287 -0.77217 0.071
H -0.61229 2.01658 -0.08853 0.121
H -1.05823 0.66490 2.24932 0.047
H -2.34517 1.58180 1.47109 0.100
H -3.63137 -0.66619 0.55287 -0.121
```

Summary:
SMILES string: N[C@H](CO)CCS
Total charge: 0
Highest occupied orbital energy (Ha): -0.33029
Kohn-Sham gap (eV): 9.8305

---

Verdict on stability: entry y comes out on top.

---

Entry w
Molecular formula: C4H11NOS
Method: DFT, wB97M-V/def2-TZVPD

XYZ file:
```
18
Properties=species:S:1:pos:R:3:lowdin_charge:R:1
O 2.88181 -0.80688 -1.31407 -0.039
C 1.80372 -0.94806 -0.42536 -0.337
N 0.92490 0.16234 -0.31585 -0.086
C 0.18849 0.33627 0.90546 -0.259
C -1.12525 1.12647 0.69609 -0.250
C -2.25560 0.32235 0.08272 -0.575
S -1.98926 -0.39958 -1.55517 0.700
H 3.57470 -0.28063 -0.89767 0.088
H 1.25415 -1.82683 -0.79664 0.110
H 2.18202 -1.26045 0.56001 0.123
H 0.93425 0.92632 -0.96365 0.118
H -0.13638 -0.61542 1.32653 0.116
H 0.81089 0.84177 1.65890 0.111
H -0.88307 1.94280 0.01741 0.105
H -1.36770 1.39991 1.72613 0.110
H -3.14050 0.94118 -0.07913 0.062
H -2.58185 -0.50653 0.71908 0.067
H -1.07530 -1.35502 -1.34480 -0.164
```

Summary:
SMILES string: OCNCCCS
Total charge: 0
Highest occupied orbital energy (Ha): -0.29885
Kohn-Sham gap (eV): 9.0273

---

Entry x
Molecular formula: C4H11NOS
Method: DFT, wB97M-V/def2-TZVPD

XYZ file:
```
18
Properties=species:S:1:pos:R:3:lowdin_charge:R:1
O -1.01099 -2.93321 -1.70255 -0.032
C -0.30521 -2.18352 -0.74470 -0.315
N -0.92371 -0.95860 -0.26087 -0.115
C 0.00837 -0.19745 0.58217 -0.274
C -0.21387 1.24497 0.00305 -0.264
C 0.57853 2.18420 0.88184 -0.592
S 2.39670 1.99671 0.77911 0.699
H -1.83470 -3.29096 -1.46415 0.056
H 0.59889 -1.92163 -1.30590 0.122
H -0.08437 -2.81778 0.19165 0.140
H -1.89282 -0.40176 -0.36934 0.180
H 0.99802 -0.57293 0.43758 0.079
H -0.15781 -0.13455 1.68080 0.111
H 0.28487 1.16936 -1.01304 0.124
H -1.28341 1.29614 -0.05584 0.087
H 0.40386 3.19364 0.77345 0.023
H 0.34657 1.83892 2.00739 0.107
H 2.09107 2.48846 -0.42067 -0.135
```

Summary:
SMILES string: OCNCCCS
Total charge: 0
Highest occupied orbital energy (Ha): -0.30217
Kohn-Sham gap (eV): 9.1625

---

Verdict on stability: entry w comes out on top.

---

Entry w
Molecular formula: C5H17N2O3
Method: DFT, wB97M-V/def2-TZVPD

XYZ file:
```
27
Properties=species:S:1:pos:R:3:lowdin_charge:R:1
C 1.67156 0.48554 0.01323 -0.155
N 0.36203 0.74656 -0.51659 -0.104
C -0.81228 0.83299 0.38807 -0.203
C -2.12506 0.69267 -0.35545 -0.146
C -2.38839 -0.56493 -1.11688 -0.222
O -1.59604 -1.47222 -1.22184 0.032
C 1.87655 -1.08333 -0.05308 -0.127
N 0.69874 -1.89039 0.34677 0.166
H 1.55113 0.74714 1.07206 0.110
H 2.50601 1.05685 -0.35974 0.119
H 0.01956 0.56592 -1.43945 0.091
H -0.68734 1.79358 0.91586 0.125
H -0.72492 0.15163 1.25527 0.101
H -2.16465 1.45165 -1.19266 0.125
H -3.08664 0.94026 0.10865 0.132
H -3.41799 -0.48503 -1.54471 0.144
H 2.14973 -1.34824 -1.07074 0.127
H 2.65707 -1.33612 0.67252 0.120
H -0.17311 -1.59469 -0.13284 0.092
H 0.56257 -1.77437 1.37537 0.110
H 0.90322 -2.86945 0.17263 0.168
H 1.90873 -0.97334 3.36490 0.077
H 0.69394 -1.33714 3.94873 0.081
O 1.00202 -1.12161 3.05431 -0.045
H -0.37877 3.43485 -2.13493 0.070
H -0.39258 2.44098 -3.24156 0.059
O -0.61509 2.51023 -2.30792 -0.046
```

Summary:
Total charge: +1
Highest occupied orbital energy (Ha): -0.42443
Kohn-Sham gap (eV): 8.8336

---

Entry x
Molecular formula: C5H17N2O3
Method: DFT, wB97M-V/def2-TZVPD

XYZ file:
```
27
Properties=species:S:1:pos:R:3:lowdin_charge:R:1
O -0.51569 1.76625 1.19870 0.003
C -1.24218 0.76576 0.95326 -0.470
N -2.50386 0.90297 1.17813 0.052
C -3.38495 -0.30881 1.07085 -0.026
C -0.50970 -0.44209 0.29366 -0.178
N 1.10133 -0.27476 0.45000 0.044
C 1.69327 -1.59690 0.69886 -0.028
C -0.84687 -0.67155 -1.18805 -0.009
H -3.05549 1.68595 1.62281 0.202
H -3.90432 -0.39823 2.01125 0.079
H -2.69952 -1.19953 1.04771 0.091
H -4.15486 -0.04839 0.28192 0.119
H -0.78160 -1.31215 0.87731 0.119
H 1.07548 0.30232 1.26659 0.134
H 1.46077 0.14535 -0.38966 0.110
H 1.00320 -2.43345 0.46513 0.109
H 2.18327 -1.61441 1.74177 0.141
H 2.51826 -1.59573 -0.07606 0.095
H -0.12499 -1.24689 -1.72077 0.077
H -1.81666 -1.22015 -1.15969 0.101
H -0.88728 0.30123 -1.75961 0.114
H 1.11698 2.54565 -1.55456 0.078
H 1.91843 2.43516 -2.90168 -0.022
O 1.14251 2.20783 -2.50335 -0.037
H 4.24684 0.41619 -1.28274 0.075
H 3.44717 0.77342 0.08830 0.123
O 3.52046 0.11498 -0.71008 -0.096
```

Summary:
Total charge: +1
Highest occupied orbital energy (Ha): -0.49570
Kohn-Sham gap (eV): 10.6200

---

Verdict on stability: entry w comes out on top.

---

Entry w
Molecular formula: C3H11N2S2
Method: DFT, wB97M-V/def2-TZVPD

XYZ file:
```
18
Properties=species:S:1:pos:R:3:lowdin_charge:R:1
C -0.40992 0.71745 -1.87946 -0.499
S -1.25131 1.56014 -3.28676 0.367
S 0.35773 2.38842 -4.33387 0.309
H -0.50161 -0.35629 -2.02218 0.015
H -0.96761 0.98849 -0.98230 -0.001
H 0.61954 1.05236 -1.83055 0.011
H 0.43263 3.55256 -3.65392 -0.191
C -1.51576 -0.84337 1.54740 -0.011
N 2.13862 -0.96834 1.77354 0.203
C 0.87467 -0.62393 1.83700 -0.144
N -0.13266 -1.32255 1.39496 0.035
H -1.91859 -0.65247 0.55562 0.086
H -1.48478 0.08477 2.11075 0.098
H -2.14773 -1.55457 2.06988 0.102
H 2.43093 -1.89746 1.52524 0.141
H 2.83001 -0.28396 2.03067 0.140
H 0.61780 0.33725 2.26516 0.166
H 0.02804 -2.17851 0.87882 0.173
```

Summary:
Total charge: +1
Highest occupied orbital energy (Ha): -0.42569
Kohn-Sham gap (eV): 7.8720

---

Entry x
Molecular formula: C3H11N2S2
Method: DFT, wB97M-V/def2-TZVPD

XYZ file:
```
18
Properties=species:S:1:pos:R:3:lowdin_charge:R:1
C -1.22958 1.39396 -0.72875 -0.183
C -0.18375 -1.22154 0.13671 -0.346
C 0.05182 1.03774 0.05176 -0.999
N 0.97338 -1.61900 -0.57413 0.094
N -0.32035 -1.78066 1.35441 0.074
S 0.08422 1.40505 1.89607 0.698
S 1.66990 1.24411 -0.72034 0.858
H -2.01265 0.97929 -0.04129 0.085
H -1.28686 2.54135 -0.74113 0.111
H -1.35398 1.04472 -1.74605 0.070
H -1.12704 -1.19679 -0.35953 0.124
H 0.93678 -1.84731 -1.61610 0.200
H 1.42695 -2.28404 0.05100 0.158
H 0.90803 1.34840 -1.81727 -0.068
H 0.51845 -1.80160 1.91089 0.100
H -1.12466 -1.34044 1.88283 0.141
H 0.55667 2.64150 1.87533 -0.144
H 1.51267 -0.54475 -0.81441 0.028
```

Summary:
Total charge: +1
Highest occupied orbital energy (Ha): -0.44695
Kohn-Sham gap (eV): 8.7757

---

Verdict on stability: entry w comes out on top.